DFT (the ωB97M-V functional and the def2-TZVPD basis) results for C16H31F3P2Pd as an isolated structure.

The energy above the lowest of the compared OMol25 structures with the same formula, charge and spin comes out at 2.166 eV. The largest force on an atom is 0.098 Eh/bohr. The calculation puts the highest occupied orbital energy (spin up / spin down) at -13.839 / -15.584 eV. The charge is +2. The multiplicity is 5. For the lowest unoccupied orbital energy (spin up / spin down), the calculation gives -7.38 / -9.84 eV. The value obtained for the frontier orbital gap (spin up / spin down) is 6.46 / 5.74 eV.

The geometry in XYZ format:
```
53
Properties=species:S:1:pos:R:3:mulliken_charge:R:1
P 0.392 0.112 -4.672 2.130
P 1.488 3.214 -4.963 1.155
C -0.297 1.528 -5.826 -1.329
C 0.929 2.172 -6.432 -1.081
H -0.850 2.135 -5.071 0.489
H -1.030 1.216 -6.579 0.563
H 1.726 1.444 -6.716 0.197
H 0.719 2.823 -7.290 0.485
C 0.219 4.473 -5.309 -1.534
H 0.070 5.124 -4.448 0.442
H -0.744 4.058 -5.639 0.410
H 0.614 5.051 -6.157 0.513
C 2.981 4.102 -5.406 -1.208
H 2.681 5.052 -5.866 0.447
H 3.583 3.528 -6.119 0.417
H 3.576 4.307 -4.509 0.358
C -0.959 -0.827 -5.503 -1.840
H -1.007 -1.894 -5.318 0.094
H -0.747 -0.700 -6.582 0.625
H -1.914 -0.362 -5.260 0.625
C 1.776 -0.892 -5.388 -1.326
H 2.668 -0.857 -4.752 0.400
H 2.004 -0.520 -6.393 0.417
H 1.432 -1.932 -5.435 0.392
Pd 1.233 1.677 -3.503 -0.497
C -2.506 -1.417 -1.764 -0.286
C -2.832 -1.549 -3.079 -0.205
C -3.069 -2.819 -3.837 -0.587
C -2.442 -4.076 -3.219 -0.933
C -0.945 -4.101 -3.287 -0.544
C 0.037 -3.336 -2.784 -0.196
C -0.025 -2.242 -1.767 0.068
C -1.337 -1.971 -0.987 -0.980
C 2.649 1.162 -2.120 -1.275
H -3.077 -0.705 -1.151 0.456
H -3.129 -0.630 -3.622 0.616
H -2.750 -2.665 -4.885 0.459
H -4.148 -2.962 -3.865 0.444
H -2.783 -4.295 -2.210 0.397
H -2.802 -4.909 -3.843 0.431
H -0.614 -4.902 -3.959 0.350
H 1.071 -3.647 -2.988 0.480
H 0.382 -1.303 -2.150 -0.468
H 0.674 -2.582 -0.992 0.542
H -1.616 -2.866 -0.412 0.395
H -1.135 -1.200 -0.210 0.549
H 2.929 2.086 -1.585 0.441
H 3.494 0.685 -2.637 0.347
H 2.086 0.470 -1.485 0.381
F 0.027 2.211 -0.835 -0.212
C 0.448 2.889 -1.940 0.421
F -0.634 3.623 -2.380 -0.242
F 1.373 3.820 -1.524 -0.192
```

=====

DFT (the ωB97M-V functional and the def2-TZVPD basis) results for C16H31F3P2Pd as an isolated structure.

The energy above the lowest of the compared OMol25 structures with the same formula, charge and spin comes out at 1.923 eV. The largest force on an atom is 0.068 Eh/bohr. The calculation puts the highest occupied orbital energy (spin up / spin down) at -12.405 / -15.774 eV. The charge is +2. The multiplicity is 5. For the lowest unoccupied orbital energy (spin up / spin down), the calculation gives -5.37 / -9.88 eV. The value obtained for the frontier orbital gap (spin up / spin down) is 7.04 / 5.89 eV.

The geometry in XYZ format:
```
53
Properties=species:S:1:pos:R:3:mulliken_charge:R:1
P -0.404 -1.402 -1.444 0.994
P 0.401 2.077 -1.415 0.432
C -0.225 -0.266 -2.925 -1.145
C 0.789 0.860 -2.725 -1.081
H -1.217 0.144 -3.160 0.510
H 0.072 -0.888 -3.774 0.712
H 1.805 0.468 -2.552 0.472
H 0.838 1.468 -3.639 0.740
C -0.720 3.268 -2.183 -1.236
H -0.860 4.117 -1.499 0.432
H -1.696 2.808 -2.392 0.401
H -0.268 3.620 -3.117 0.488
C 1.893 2.982 -1.031 -1.394
H 2.078 3.685 -1.859 0.438
H 2.775 2.332 -0.949 0.463
H 1.771 3.562 -0.106 0.477
C -1.893 -2.496 -1.757 -1.186
H -1.900 -3.330 -1.040 0.377
H -1.824 -2.918 -2.767 0.514
H -2.850 -1.960 -1.691 0.411
C 0.641 -2.768 -2.413 -1.459
H 1.589 -2.328 -2.753 0.564
H 0.104 -3.124 -3.298 0.556
H 0.850 -3.627 -1.762 0.294
Pd 1.521 0.535 4.247 0.182
C -0.659 1.212 -0.272 -0.391
C -1.445 -0.067 -0.596 -0.515
C -1.956 -0.731 0.679 -1.372
C -0.947 -1.778 1.246 0.288
C 0.116 -2.190 0.252 -1.038
C 1.112 -1.313 -0.401 0.158
C 1.513 -0.037 0.341 -1.097
C 0.375 0.872 0.843 -1.258
C 0.656 -1.211 4.417 -1.078
H -1.370 1.968 0.098 0.718
H -2.266 0.140 -1.300 0.811
H -2.897 -1.254 0.484 0.350
H -2.187 0.034 1.431 0.470
H -0.510 -1.466 2.208 -0.999
H -1.543 -2.671 1.510 0.756
H 0.300 -3.266 0.206 0.458
H 2.009 -1.773 -0.820 0.730
H 2.189 0.543 -0.306 0.409
H 2.135 -0.321 1.206 0.582
H -0.120 0.422 1.703 0.584
H 0.823 1.779 1.275 0.551
H 0.960 -1.523 5.435 0.450
H 1.037 -1.889 3.634 0.290
H -0.436 -1.067 4.352 0.278
F -0.858 1.369 5.637 -0.231
C 0.206 1.922 4.963 0.605
F -0.319 2.683 3.939 -0.234
F 0.813 2.794 5.840 -0.229
```

=====

These records have DFT total energy values of -1737.53635, -1737.54528 Eh, in the order they appear.